# 1
Density functional theory data (wB97M-V/def2-TZVPD) for a structure of composition C34H53F8N3O7PSSi2 in a non-equilibrium geometry.

The geometry in XYZ format:
```
109
Properties=species:S:1:pos:R:3:forces:R:3:mulliken_charge:R:1
C -2.483 -0.584 -1.467 0.00 0.66 0.73 0.000
C -2.325 -1.572 -2.116 0.34 0.04 -1.24 -0.897
C -2.000 -2.541 -3.156 -0.31 -0.64 0.70 -0.685
Si -0.312 -3.385 -2.876 -0.15 -0.21 -0.46 0.173
C 0.347 -2.812 -1.205 0.49 -0.50 0.08 -0.724
C 1.488 -3.663 -0.624 -0.83 -0.13 0.45 -1.019
O 2.101 -4.487 -1.612 0.34 0.53 -0.06 0.034
C 3.355 -4.983 -1.249 0.03 0.10 -0.18 -1.238
C 3.230 -6.244 -0.387 -0.11 0.87 0.04 1.033
F 2.187 -6.994 -0.792 0.20 -0.36 -0.03 -0.251
F 2.951 -5.856 0.896 -0.01 -0.09 0.09 -0.373
C 4.508 -7.096 -0.284 -0.76 -0.17 0.18 0.323
F 4.293 -8.036 0.678 0.08 -0.05 -0.05 -0.316
F 5.505 -6.307 0.144 0.19 0.08 -0.30 -0.312
C 4.915 -7.882 -1.545 0.48 -0.63 0.15 0.656
F 5.137 -7.088 -2.601 -0.15 0.19 0.01 -0.264
F 6.099 -8.469 -1.228 -0.05 0.08 0.07 -0.319
C 3.940 -9.036 -1.926 0.49 -0.11 -0.49 0.157
F 4.678 -9.962 -2.599 -0.07 0.03 0.08 -0.289
F 3.008 -8.588 -2.780 -0.13 0.10 0.18 -0.212
O 0.675 -3.145 -4.189 -0.17 0.91 1.42 -0.179
Si 1.543 -1.712 -4.381 0.12 -0.35 -1.97 0.216
S 0.526 0.003 -3.581 -0.41 0.14 0.95 -0.339
P 3.574 -2.000 -3.401 0.33 0.31 -0.50 0.666
O 4.700 -1.260 -4.029 0.16 0.33 0.22 -0.688
C 1.771 -1.407 -6.273 -0.17 0.06 -0.99 0.514
O 2.772 -0.800 -6.681 -0.11 -0.03 0.41 -0.642
O 0.780 -1.839 -6.911 0.18 0.00 0.59 -0.677
C -0.666 -5.228 -2.775 0.02 -0.27 0.43 0.226
C -0.713 -6.039 -3.899 0.21 0.46 -0.89 -0.298
C -1.009 -7.389 -3.835 -0.12 0.26 0.41 -0.416
N -1.279 -8.004 -2.682 0.17 0.06 -0.32 -0.666
C -1.217 -7.235 -1.602 -0.24 -0.25 0.93 -0.436
C -0.931 -5.883 -1.570 0.04 0.27 -0.66 -0.221
H -2.521 0.327 -0.922 -0.22 0.01 0.18 0.842
H -2.073 -2.102 -4.150 0.13 0.17 0.00 0.459
H -2.763 -3.324 -3.095 0.11 -0.20 -0.23 0.418
H 0.612 -1.754 -1.185 -0.07 0.07 -0.25 0.629
H -0.488 -2.918 -0.508 -0.20 0.19 -0.11 0.478
H 2.214 -3.031 -0.105 0.29 -0.04 -0.22 0.514
H 1.056 -4.324 0.133 0.10 -0.02 0.11 0.345
H 3.933 -4.256 -0.671 0.01 0.03 0.07 0.418
H 3.905 -5.156 -2.171 -0.03 -0.33 0.01 0.559
H 3.505 -9.522 -1.056 -0.20 0.12 0.02 0.301
H 0.911 0.992 -4.403 0.25 -0.48 -0.31 0.187
H 3.832 -3.390 -3.524 -0.31 -0.08 0.55 -0.129
H 3.428 -1.671 -2.019 0.00 -0.56 0.12 -0.061
H -0.513 -5.600 -4.870 0.04 -0.04 -0.03 0.428
H -1.046 -7.959 -4.754 -0.02 -0.24 0.06 0.383
H -1.426 -7.723 -0.651 -0.01 -0.13 -0.10 0.360
H -0.922 -5.344 -0.634 -0.01 -0.10 0.17 0.316
C -4.462 5.750 -2.074 0.22 0.18 0.12 -1.629
C -4.801 4.409 -1.365 -0.02 0.96 -1.31 1.872
C -6.202 4.459 -0.746 -0.16 -0.04 0.50 -1.512
C -6.287 5.306 0.520 0.05 -0.06 -0.04 -0.481
C -5.250 4.835 1.537 -0.43 -0.17 -0.20 -1.242
C -3.831 4.817 0.967 0.77 1.35 0.60 2.173
N -3.767 4.084 -0.336 -1.50 -1.38 0.84 0.466
O -3.768 2.809 -0.109 0.61 0.11 -0.28 -0.548
C -3.338 6.272 0.819 -0.09 0.13 -0.20 -2.130
C -2.876 4.175 1.969 0.10 -0.50 -0.04 -2.346
C -4.815 3.359 -2.474 0.13 -0.48 0.21 -2.005
H -5.342 6.389 -2.171 -0.02 -0.03 0.02 0.306
H -3.690 6.325 -1.574 -0.07 -0.04 0.07 0.342
H -4.073 5.574 -3.077 -0.09 -0.12 -0.01 0.467
H -6.523 3.441 -0.501 0.15 -0.04 0.00 0.376
H -6.910 4.830 -1.490 0.11 -0.01 -0.12 0.430
H -6.148 6.364 0.282 0.05 -0.01 0.00 0.264
H -7.287 5.218 0.952 0.00 0.03 -0.02 0.405
H -5.275 5.479 2.419 0.16 0.01 0.01 0.388
H -5.521 3.831 1.879 0.10 -0.05 -0.09 0.406
H -2.388 6.308 0.285 -0.01 -0.03 -0.01 0.419
H -3.176 6.710 1.805 -0.01 -0.14 0.07 0.434
H -4.049 6.923 0.312 0.03 -0.04 -0.04 0.429
H -3.190 3.172 2.256 0.01 -0.01 -0.15 0.370
H -2.836 4.771 2.881 -0.08 0.15 -0.07 0.412
H -1.865 4.115 1.566 -0.01 -0.03 0.01 0.621
H -3.823 3.228 -2.906 0.01 0.01 0.04 0.496
H -5.490 3.685 -3.266 0.01 0.16 0.03 0.442
H -5.165 2.388 -2.125 0.09 0.03 0.07 0.376
C 1.736 1.370 5.140 -0.13 0.17 0.24 -1.676
C 1.829 2.056 3.749 -0.03 -1.33 0.94 2.089
C 3.291 2.292 3.354 0.26 0.45 -0.11 -1.526
C 3.956 3.436 4.112 -0.08 -0.02 -0.02 -0.446
C 3.131 4.712 3.966 0.29 -0.26 -0.27 -1.304
C 1.675 4.526 4.397 -0.13 0.63 1.48 1.874
N 1.053 3.334 3.740 1.17 0.50 -1.77 0.434
O 0.733 3.635 2.520 -0.61 -0.07 0.32 -0.572
C 1.621 4.414 5.934 0.06 -0.20 0.09 -2.038
C 0.876 5.783 4.060 -0.19 0.00 -0.45 -1.843
C 1.236 1.051 2.762 -0.22 0.27 -0.43 -2.231
H 2.709 1.011 5.479 0.01 0.02 -0.03 0.317
H 1.331 2.011 5.917 0.08 0.05 -0.06 0.350
H 1.063 0.513 5.108 0.05 -0.03 -0.15 0.461
H 3.343 2.513 2.283 -0.15 0.04 0.01 0.401
H 3.856 1.370 3.502 -0.13 -0.09 0.02 0.438
H 4.085 3.172 5.166 -0.04 0.02 0.01 0.268
H 4.959 3.604 3.714 0.00 -0.01 0.02 0.398
H 3.580 5.514 4.557 -0.14 0.05 0.05 0.397
H 3.167 5.038 2.922 -0.12 -0.06 -0.02 0.376
H 0.619 4.140 6.270 0.00 -0.02 -0.03 0.407
H 1.865 5.376 6.385 -0.01 0.07 -0.14 0.460
H 2.333 3.699 6.343 -0.05 -0.03 -0.03 0.402
H 0.941 6.044 3.005 -0.06 -0.13 0.00 0.372
H 1.267 6.628 4.627 0.08 -0.08 0.10 0.443
H -0.177 5.660 4.319 0.01 -0.04 -0.02 0.403
H 0.173 0.895 2.950 0.01 0.04 0.01 0.488
H 1.746 0.094 2.878 0.05 0.02 0.15 0.462
H 1.357 1.362 1.726 -0.05 0.08 0.05 0.416
```
Positions in Å, forces in eV/Å.

Calculated values
Net charge ... -1
Gap between HOMO and LUMO (alpha / beta) ... 6.1 / 5.7 eV
E ... -112539.9705 eV
Spin multiplicity ... 3
HOMO energy (alpha / beta) ... -4.2 / -4.2 eV

# 2
Density functional theory data (wB97M-V/def2-TZVPD) for the ion C34H53FNO2 with charge +1 in a non-equilibrium geometry.

The geometry in XYZ format:
```
91
Properties=species:S:1:pos:R:3:forces:R:3:mulliken_charge:R:1
C 2.875 -1.778 3.840 -0.28 -0.12 -0.57 -1.032
C 1.848 -0.691 3.537 0.43 -0.65 0.39 -0.561
O 1.261 -0.968 2.264 0.21 0.37 -0.42 0.426
C 0.345 0.010 1.903 -0.30 -0.71 0.84 -1.936
N 0.056 -0.168 0.447 0.84 0.74 0.43 1.457
C -0.130 -1.613 0.083 0.02 -0.21 0.00 -0.830
C -0.957 -2.459 1.050 -0.13 -0.32 -0.41 -1.253
C -0.153 -3.593 1.654 -0.53 -0.06 0.15 -0.921
O 0.479 -4.292 0.611 0.39 0.20 0.06 -0.313
C 1.338 -5.303 1.109 -0.01 0.10 0.13 -0.792
C 1.239 0.468 -0.279 0.50 -0.28 -2.44 0.263
C 2.590 -0.239 -0.390 0.57 0.18 0.85 -1.170
C 3.649 0.180 0.613 0.16 0.06 0.51 0.917
C 4.592 -0.746 1.053 0.15 0.15 0.16 -0.344
C 5.601 -0.388 1.944 -0.12 0.36 0.00 -1.171
C 5.696 0.908 2.447 -0.31 0.03 -0.32 1.003
C 6.757 1.322 3.425 -0.23 0.24 -0.13 -1.437
C 4.757 1.846 2.002 0.06 -0.61 -0.07 -1.080
C 3.764 1.485 1.097 0.11 0.02 0.12 -0.399
C 0.654 0.635 -1.672 -0.91 -0.73 -0.02 -1.690
C -0.798 1.230 -1.482 2.50 -1.19 -0.45 2.068
C -1.579 0.538 -2.614 -1.05 0.75 0.23 -1.667
C -3.006 0.955 -2.919 -0.47 -0.38 -0.24 0.453
C -3.493 2.241 -2.714 -0.27 0.25 0.02 -0.163
C -4.816 2.591 -2.987 -0.10 -0.49 -0.08 -1.312
C -5.695 1.637 -3.487 0.66 -0.01 0.15 -0.803
C -5.213 0.358 -3.730 0.28 0.07 0.17 -0.775
C -3.888 -0.006 -3.461 -0.35 0.30 -0.05 1.071
C -3.478 -1.418 -3.784 0.11 0.12 -0.04 -1.456
C -0.605 2.755 -1.516 -0.37 0.00 -0.07 -1.885
C -0.303 3.350 -2.893 0.66 0.19 0.23 0.472
C 1.130 3.867 -3.051 0.15 -0.35 0.19 -1.433
F -1.156 4.429 -3.074 -0.31 0.16 -0.26 -0.435
C -1.048 0.786 -0.011 -0.95 1.35 0.31 -1.277
C -2.519 0.622 0.399 -0.39 -0.90 0.27 0.587
C -2.771 0.848 1.899 0.43 0.46 -0.57 -2.245
C -3.301 -0.600 -0.171 -0.30 -0.19 0.34 0.799
C -4.159 -1.396 0.823 0.13 0.34 -0.35 -2.066
H 3.815 -1.365 4.181 0.07 0.03 0.27 0.304
H 3.084 -2.302 2.911 0.14 -0.03 -0.15 0.204
H 2.484 -2.519 4.526 0.06 -0.01 0.29 0.327
H 2.328 0.286 3.531 -0.12 0.23 -0.12 0.413
H 1.071 -0.739 4.300 -0.21 0.38 0.07 0.471
H 0.736 1.009 2.092 0.02 0.22 -0.31 0.618
H -0.559 -0.121 2.493 -0.17 0.13 -0.19 0.630
H 0.836 -2.091 -0.010 0.21 0.20 0.11 0.949
H -0.546 -1.614 -0.913 -0.25 0.01 -0.07 0.955
H -1.753 -2.920 0.471 -0.17 0.01 -0.03 0.564
H -1.449 -1.904 1.841 0.02 0.19 0.07 -0.131
H 0.552 -3.206 2.389 0.27 -0.13 -0.05 0.105
H -0.854 -4.259 2.167 -0.01 -0.07 0.18 0.609
H 2.005 -5.606 0.313 -0.04 -0.15 -0.21 0.268
H 0.763 -6.150 1.479 -0.06 -0.18 -0.04 0.318
H 1.949 -4.931 1.934 0.05 0.13 0.07 0.314
H 1.405 1.483 0.057 -0.28 -0.04 0.89 -0.118
H 2.550 -1.324 -0.370 -0.30 -0.09 -0.09 0.232
H 2.995 0.025 -1.364 -0.14 0.00 -0.29 0.589
H 4.552 -1.770 0.704 -0.06 -0.07 -0.08 0.460
H 6.341 -1.107 2.266 -0.01 -0.23 -0.05 0.371
H 6.353 1.341 4.434 0.05 -0.13 0.19 0.280
H 7.061 2.341 3.201 0.18 0.12 0.01 0.383
H 7.635 0.688 3.394 0.06 -0.17 0.03 0.396
H 4.823 2.858 2.373 -0.07 0.16 -0.06 0.409
H 3.090 2.264 0.766 -0.09 0.06 -0.06 0.336
H 1.292 1.144 -2.384 0.10 0.50 0.17 0.801
H 0.547 -0.364 -2.097 0.10 -0.08 -0.11 0.275
H -1.596 -0.520 -2.387 0.11 -0.19 0.00 -0.191
H -1.008 0.627 -3.537 0.22 0.01 -0.08 1.218
H -2.848 3.020 -2.344 -0.05 -0.01 -0.04 0.315
H -5.177 3.591 -2.804 0.13 0.17 0.05 0.450
H -6.725 1.875 -3.687 -0.16 0.08 -0.05 0.431
H -5.888 -0.385 -4.127 -0.04 -0.14 -0.06 0.410
H -2.895 -1.459 -4.703 0.12 0.01 -0.09 0.369
H -2.877 -1.881 -3.007 0.06 -0.08 0.16 0.153
H -4.352 -2.041 -3.932 -0.16 -0.09 -0.03 0.427
H 0.230 3.014 -0.869 0.11 -0.10 0.24 0.838
H -1.458 3.272 -1.084 -0.14 0.07 -0.04 0.778
H -0.479 2.631 -3.688 -0.44 -0.01 -0.11 0.146
H 1.772 3.546 -2.233 0.03 -0.03 0.16 0.323
H 1.145 4.951 -3.058 -0.09 0.15 -0.08 0.422
H 1.594 3.492 -3.957 -0.02 0.13 -0.25 0.339
H -0.758 1.688 0.532 0.07 -0.01 0.22 1.156
H -2.989 1.488 -0.064 0.21 0.23 -0.26 0.611
H -2.485 0.011 2.522 -0.25 -0.14 0.20 0.473
H -2.198 1.724 2.203 0.08 0.04 0.23 0.477
H -3.810 1.113 2.045 -0.22 -0.23 0.20 0.511
H -4.013 -0.233 -0.902 0.10 0.11 -0.26 -0.078
H -2.664 -1.298 -0.706 0.17 0.04 -0.04 -0.298
H -4.626 -2.221 0.293 -0.02 -0.17 -0.01 0.440
H -4.962 -0.763 1.183 -0.13 0.00 0.27 0.529
H -3.601 -1.792 1.662 -0.01 -0.09 0.19 0.348
```
Positions in Å, forces in eV/Å.

Calculated values
Net charge ... +1
Gap between HOMO and LUMO ... 9.3 eV
E ... -44413.6767 eV
HOMO energy ... -11.1 eV